DFT (ωB97M-V with the def2-TZVPD basis set) results for a molecular structure, C22H35BrMnO2P2.

Last column: Mulliken charge in e.
Element x y z (Å)
1 C -1.25 1.41 7.72  -0.60
2 H 1.46 -2.98 -4.46  0.58
3 P -0.09 -1.97 -3.00  1.58
4 C 1.41 -0.69 -0.96  1.72
5 H 0.04 0.98 -5.33  0.66
6 H 0.11 -1.67 -5.34  0.73
7 H -1.06 -3.08 -0.14  0.35
8 H -2.24 0.40 6.08  0.38
9 C 0.49 2.40 5.75  0.29
10 C -1.72 -1.03 -0.57  -0.81
11 C 0.53 -2.78 3.30  -1.14
12 C 1.35 2.65 -3.41  -1.48
13 H -2.47 -1.22 0.22  0.59
14 H 2.34 -1.00 -1.48  0.30
15 H -1.23 2.12 0.77  0.33
16 H -1.19 2.42 -4.37  0.65
17 H -1.92 1.02 8.48  0.36
18 H -0.98 -4.23 -2.92  0.35
19 O 0.22 0.31 3.41  -0.52
20 H 1.06 2.41 0.83  0.33
21 H 1.32 -2.85 -0.29  0.26
22 H 0.56 -3.65 2.61  0.33
23 C 0.69 1.72 0.04  -0.70
24 H 0.73 -0.32 -1.77  -2.44
25 H -1.62 2.65 -2.64  0.31
26 Mn 0.37 -1.24 2.03  0.68
27 H 0.87 3.08 -4.32  0.45
28 C -1.00 -3.40 -3.64  -1.38
29 C -0.64 1.55 0.02  -0.24
30 H -1.13 0.56 -1.73  -1.35
31 C -0.70 1.05 3.92  0.20
32 H 2.33 -1.75 -3.51  0.33
33 H 1.33 3.37 -2.57  0.32
34 C -1.33 1.92 -3.41  -1.58
35 C -1.46 0.51 -0.69  1.05
36 C -0.68 -2.10 -0.47  -0.16
37 C 0.72 -1.93 -0.44  -0.79
38 H -2.11 1.16 -3.49  0.42
39 H -0.37 -2.69 3.93  0.27
40 H 1.52 0.18 -4.82  0.47
41 H 2.45 0.51 0.56  0.54
42 H -0.02 2.51 9.12  0.36
43 H -0.49 -3.68 -4.58  0.43
44 H -2.04 -3.10 -3.86  0.38
45 C -0.17 2.23 8.09  -0.48
46 C 0.47 0.30 -4.59  -1.33
47 C 0.68 2.75 7.11  -0.42
48 H 1.49 -2.49 3.77  0.27
49 H 1.93 -3.34 -2.78  0.35
50 H 2.41 1.11 -1.10  0.45
51 C -0.52 1.49 5.38  0.46
52 P 0.32 1.22 -3.03  1.72
53 C -0.27 -1.01 -4.56  -1.68
54 H -2.31 -1.20 -1.52  0.40
55 C 1.59 -2.56 -3.46  -1.85
56 H -1.33 -0.88 -4.75  0.47
57 Br 1.56 3.16 4.41  -0.18
58 C 1.77 0.66 -0.30  -1.16
59 O -1.75 1.43 3.37  -0.65
60 H -2.50 0.91 -0.74  0.39
61 C -1.40 1.03 6.37  -0.36
62 H 2.38 2.32 -3.63  0.42
63 H 1.50 3.40 7.37  0.37

The spin multiplicity is 6. As for the expectation value of S²: 8.76. The relative energy (zero: lowest compared OMol25 entry of this formula, charge and spin) comes out at 0.0000 eV. The orbital gap (alpha / beta) is 7.220 / 7.593 eV. For the HOMO energy (alpha / beta), the calculation gives -7.1 / -7.8 eV. The calculation puts the LUMO energy (alpha / beta) at 0.1 / -0.2 eV.

DFT (ωB97M-V with the def2-TZVPD basis set) results for a molecular structure, C22H35Cl3N3O6Pb.

Last column: Mulliken charge in e.
Element x y z (Å)
1 N 0.54 -4.39 -0.49  0.22
2 C -0.13 -0.77 5.29  -0.94
3 H 1.57 5.59 -4.08  0.39
4 H 0.28 -0.43 6.25  0.34
5 N -1.02 0.27 4.80  0.30
6 C -3.91 1.29 -1.81  -1.33
7 C 2.24 -0.21 -1.53  0.13
8 O 1.72 -0.90 -0.61  -0.69
9 H 0.71 -6.00 0.82  0.35
10 H 1.46 -5.15 -2.25  0.29
11 C 0.49 2.55 -3.06  0.64
12 H -2.51 -1.22 -3.51  0.37
13 C -1.94 -0.11 -1.76  -0.07
14 H -2.12 1.03 3.22  0.38
15 N 2.94 0.91 -1.32  0.50
16 C -2.46 1.09 -2.09  -0.18
17 H 1.08 4.32 -1.98  0.29
18 H 3.11 2.42 0.12  0.20
19 H -1.04 0.32 -4.36  0.40
20 H 3.10 1.32 -3.37  0.28
21 H -2.42 -2.14 -1.96  0.47
22 O -1.51 2.21 1.15  -0.71
23 C -0.03 -3.19 -0.62  0.76
24 C 0.40 1.96 -4.33  0.70
25 Pb -1.22 -0.26 0.24  1.66
26 C 3.56 1.63 -2.43  -1.02
27 H 2.26 -3.78 -1.45  0.26
28 H -1.17 1.19 6.67  0.29
29 H 0.67 -0.90 4.56  0.24
30 H 0.21 1.99 -2.16  0.29
31 C -1.36 0.28 3.50  0.04
32 C -1.79 1.03 5.78  -0.91
33 C 0.27 3.67 1.73  -0.04
34 Cl 1.37 4.68 0.78  -0.19
35 H 4.64 1.42 -2.46  0.33
36 H -2.06 1.99 5.33  0.32
37 C 1.22 4.56 -4.17  -0.49
38 C -0.32 2.52 0.86  0.28
39 H -0.73 -4.94 1.07  0.26
40 H -2.72 0.52 6.07  0.30
41 H -4.28 0.27 -1.59  0.32
42 O -1.07 -2.82 -0.04  -0.84
43 H 3.42 2.71 -2.29  0.34
44 H -1.92 1.92 -2.54  0.20
45 O 0.43 1.94 0.03  -0.43
46 H 4.38 1.16 0.18  0.36
47 H -4.03 1.89 -0.90  0.23
48 H 2.14 -0.51 -2.59  0.40
49 O -0.84 -0.51 2.67  -0.68
50 Cl -3.75 -0.55 0.96  -0.65
51 H 1.28 4.53 -6.34  0.36
52 Cl 1.07 2.91 3.14  -0.20
53 C -1.94 -1.35 -2.56  -1.44
54 C 1.72 -4.72 -1.27  -0.87
55 O 0.76 -0.48 -4.35  -0.63
56 C -0.08 -5.42 0.33  -0.95
57 H -0.57 4.27 2.10  0.35
58 C 1.06 3.98 -5.43  -0.58
59 H -0.69 -6.11 -0.28  0.29
60 C 0.63 2.67 -5.52  -0.45
61 H -4.49 1.72 -2.64  0.37
62 H 0.55 -2.51 -1.28  -0.18
63 H 2.35 -5.42 -0.72  0.31
64 C 3.30 1.34 0.02  -0.87
65 H 2.71 0.79 0.75  0.13
66 H -0.66 -1.73 5.42  0.29
67 H -0.94 -1.71 -2.84  0.08
68 C 0.95 3.87 -2.98  -0.99
69 H 0.50 2.14 -6.46  0.45
70 C 0.05 0.53 -4.37  -0.46

The spin multiplicity is 1. Its total charge is -1. The orbital gap (alpha / beta) is 4.994 / 4.089 eV. For the HOMO energy (alpha / beta), the calculation gives -2.4 / -1.5 eV. The calculation puts the LUMO energy (alpha / beta) at 2.6 / 2.6 eV.

DFT (ωB97M-V with the def2-TZVPD basis set) results for a molecular structure, C22H35Cl3N3O6Pm.

Last column: Mulliken charge in e.
Element x y z (Å)
1 H -4.97 -3.17 0.77  0.24
2 C -5.72 -0.23 2.24  -0.87
3 H -0.38 1.85 4.88  0.28
4 H 3.01 -1.21 2.73  0.42
5 H 0.43 5.31 3.43  0.32
6 H 1.10 1.37 -4.13  0.31
7 H 1.61 -0.41 -2.17  0.47
8 C 1.15 -1.57 1.74  0.52
9 O -3.02 -0.11 1.22  -0.82
10 C 3.47 1.14 -0.95  -0.23
11 O -0.34 -2.25 -2.89  -0.64
12 C 2.01 -0.75 2.61  -1.12
13 C 1.53 -2.59 0.99  0.00
14 C -1.28 -1.80 -2.24  0.25
15 C -3.73 -1.14 1.11  0.12
16 Cl -3.88 -0.82 -2.07  -0.16
17 H 3.15 -4.00 1.01  0.33
18 H 1.55 -0.69 3.62  0.26
19 C 2.63 -0.61 -2.48  0.14
20 C 4.21 -1.73 -3.93  -0.45
21 H 2.18 0.29 2.30  0.02
22 N -0.16 2.04 -2.58  0.37
23 H 3.56 0.93 0.13  0.31
24 H 0.93 2.57 -0.90  0.60
25 H 0.56 2.72 1.50  -0.36
26 H -3.03 -2.81 -2.95  0.38
27 H -1.80 2.78 -3.64  0.34
28 C 2.87 -1.45 -3.57  -0.69
29 H 0.75 3.13 -4.14  0.37
30 C 2.17 -3.86 1.52  -1.43
31 H 5.77 -0.35 -1.19  0.42
32 H -0.88 3.55 5.12  0.32
33 H -6.59 -2.38 0.80  0.32
34 H -6.67 -0.08 1.71  0.31
35 H -5.96 -0.59 3.25  0.30
36 O -0.51 1.32 2.60  -0.71
37 O -0.82 1.62 -0.42  -0.69
38 N -4.98 -1.26 1.52  0.28
39 Pm -0.71 -0.41 0.93  1.00
40 H 2.02 -1.86 -4.11  0.47
41 H -3.33 -2.08 0.68  0.51
42 N 0.42 3.19 3.50  0.22
43 H -5.16 0.71 2.30  0.25
44 C -1.46 1.84 -3.18  -0.78
45 C 1.11 4.46 3.27  -0.86
46 H -2.18 1.50 -2.43  0.17
47 C -0.05 2.88 4.85  -0.96
48 H 0.77 3.06 5.55  0.33
49 H -1.37 1.09 -3.96  0.20
50 Cl -2.49 -1.22 -4.63  -0.17
51 C 0.15 2.39 2.47  1.03
52 C 5.27 -1.39 -3.07  -0.47
53 O 2.94 2.21 -1.28  -0.60
54 H 1.55 -4.73 1.28  0.31
55 C 5.01 -0.59 -1.95  -0.54
56 H 1.46 -2.59 -0.11  0.17
57 C 0.00 2.09 -1.26  -0.12
58 C -2.66 -1.77 -2.94  0.07
59 H 1.46 4.47 2.23  0.25
60 C -5.65 -2.53 1.35  -0.89
61 H 2.31 -3.82 2.63  0.31
62 H 4.42 -2.26 -4.85  0.41
63 Cl -1.45 -2.55 2.44  -0.56
64 C 0.95 2.26 -3.50  -0.90
65 O -1.22 -1.36 -1.03  -0.21
66 H 1.87 2.45 -2.93  0.30
67 H -5.84 -3.01 2.33  0.33
68 H 1.96 4.55 3.95  0.31
69 H 6.29 -1.71 -3.29  0.35
70 C 3.72 -0.04 -1.81  0.26

The spin multiplicity is 5. As for the expectation value of S²: 6.01. The relative energy (zero: lowest compared OMol25 entry of this formula, charge and spin) comes out at 0.1738 eV. The orbital gap (alpha / beta) is 5.527 / 5.538 eV. For the HOMO energy (alpha / beta), the calculation gives -5.4 / -5.4 eV. The calculation puts the LUMO energy (alpha / beta) at 0.1 / 0.1 eV.

Max |F| in eV/A, matching the order above: 3.47; 4.01; 3.99